[1]
Formula: C34H59NO19S
Source: OMol25
Level of theory: the ωB97M-V functional and the def2-TZVPD basis

Each line ends with the Mulliken charge.
Element x y z (Å)
C (2.10802, -0.65844, 0.82230)  -1.430
C (2.12222, 0.89532, 0.61105)  1.615
C (2.04309, 1.31099, -0.90996)  -1.138
C (0.98264, 1.64941, 1.36073)  -0.142
C (1.16697, 1.71794, 2.92171)  -1.187
C (-0.44148, 1.09866, 1.02368)  -0.189
O (-1.32388, 2.21573, 0.82711)  -0.512
C (-2.67335, 1.87323, 0.93415)  1.546
C (-3.07216, 0.51361, 0.25856)  -1.807
C (-3.27645, -0.69739, 1.22746)  -0.327
C (-3.42708, -2.00361, 0.34473)  -0.179
C (-2.57154, -3.17965, 0.93090)  0.019
N (-1.32038, -3.42168, 0.14108)  -0.590
C (-3.47392, 3.00986, 0.19156)  -1.266
C (-4.90006, 3.29186, 0.79342)  -0.646
C (-5.47416, 2.16555, 1.70338)  -0.490
O (-4.77098, 1.96844, 2.94216)  -0.387
S (-3.12181, 2.02640, 2.72389)  1.543
O (-2.72752, 3.41013, 3.11667)  -0.774
O (-2.40041, 1.07583, 3.60822)  -0.648
H (1.75597, -1.20604, -0.07829)  0.297
H (1.53412, -0.94987, 1.72995)  0.258
H (3.14761, -0.99652, 0.99908)  0.244
H (3.09581, 1.26520, 1.02278)  0.015
H (2.26739, 0.45968, -1.58010)  0.360
H (2.83227, 2.07077, -1.08199)  -0.124
H (1.08044, 1.80708, -1.13915)  0.304
H (0.98708, 2.70128, 0.99044)  0.413
H (0.83121, 2.72417, 3.24835)  0.335
H (2.23796, 1.58732, 3.17749)  0.148
H (0.50959, 0.98545, 3.42662)  0.283
H (-0.35395, 0.57086, 0.04601)  -0.063
H (-0.76544, 0.39094, 1.80581)  -0.062
H (-2.39819, 0.23790, -0.57751)  0.618
H (-4.05994, 0.68748, -0.22472)  0.577
H (-4.18482, -0.56776, 1.84699)  0.369
H (-2.43346, -0.87739, 1.91527)  0.210
H (-4.48711, -2.31258, 0.23927)  0.340
H (-3.03569, -1.80713, -0.67998)  -0.152
H (-2.27148, -3.02779, 1.98788)  0.570
H (-3.19346, -4.10259, 0.88721)  -0.419
H (-0.56463, -3.47930, 0.81596)  0.298
H (-1.12772, -2.61237, -0.44334)  0.172
H (-3.47382, 2.85629, -0.90445)  0.415
H (-2.87037, 3.92942, 0.35698)  0.336
H (-5.59786, 3.36406, -0.07286)  0.376
H (-4.97142, 4.27847, 1.29267)  0.363
H (-6.51142, 2.44785, 1.97821)  0.399
H (-5.54812, 1.20085, 1.15563)  0.203
C (6.51965, 5.56822, 0.04157)  -1.501
C (6.54412, 4.16459, -0.51809)  0.378
C (5.66677, 3.97314, -1.72265)  -0.263
O (5.32860, 2.58206, -1.63353)  -0.333
C (5.38521, 2.24795, -0.32446)  0.475
O (4.96818, 1.22736, 0.12721)  -0.608
O (5.97266, 3.22694, 0.40838)  -0.267
H (7.17276, 5.64117, 0.91296)  0.404
H (6.84955, 6.29316, -0.70296)  0.386
H (5.51605, 5.83546, 0.37671)  0.336
H (7.57570, 3.85746, -0.71967)  0.261
H (6.18760, 4.18470, -2.65370)  0.458
H (4.74606, 4.55465, -1.69427)  0.089
C (1.34950, 3.75772, -6.07217)  -1.424
C (2.51074, 4.63008, -5.65348)  0.478
C (3.78216, 3.87170, -5.39137)  -0.496
O (4.44002, 4.70126, -4.42656)  -0.260
C (3.46108, 5.37521, -3.75846)  0.704
O (3.63103, 6.00223, -2.75643)  -0.572
O (2.26561, 5.23795, -4.38007)  -0.330
H (0.46085, 4.36611, -6.24515)  0.354
H (1.57954, 3.20957, -6.98654)  0.375
H (1.09472, 3.04540, -5.28523)  0.328
H (2.66617, 5.42908, -6.38528)  0.237
H (4.39405, 3.76079, -6.28537)  0.322
H (3.61678, 2.88622, -4.94684)  0.315
C (-6.82127, -8.29942, 2.66063)  -1.459
C (-5.88744, -7.72201, 1.62170)  0.430
C (-4.63320, -7.11740, 2.19310)  -0.513
O (-4.30990, -6.11786, 1.22204)  -0.292
C (-5.47541, -5.74753, 0.63660)  0.609
O (-5.59137, -4.79879, -0.06861)  -0.476
O (-6.48130, -6.59533, 0.96367)  -0.349
H (-7.70763, -8.71910, 2.18296)  0.357
H (-6.33079, -9.08533, 3.23618)  0.373
H (-7.17011, -7.52314, 3.34410)  0.358
H (-5.65675, -8.47486, 0.86134)  0.237
H (-3.82458, -7.84084, 2.28630)  0.310
H (-4.78691, -6.62777, 3.15877)  0.336
C (-4.68157, -4.82800, -2.92375)  -1.362
C (-3.74107, -4.25247, -3.95712)  0.462
C (-2.49071, -3.65487, -3.37368)  0.258
O (-2.15650, -2.65177, -4.33897)  -0.370
C (-3.31564, -2.27427, -4.93638)  0.617
O (-3.42976, -1.32502, -5.64110)  -0.545
O (-4.32672, -3.12199, -4.61757)  -0.400
H (-5.56751, -5.24555, -3.40571)  0.421
H (-4.19615, -5.61441, -2.34538)  0.349
H (-5.03174, -4.05419, -2.24273)  0.273
H (-3.50670, -5.00416, -4.71829)  0.236
H (-1.68468, -4.38020, -3.27415)  0.416
H (-2.65439, -3.16987, -2.40829)  -0.300
C (5.30174, -0.49247, 3.01222)  -0.872
C (5.78770, 0.46130, 4.07748)  0.579
C (7.07157, 1.16213, 3.72816)  -0.341
O (7.64045, 1.41244, 5.01655)  -0.378
C (7.16800, 0.45219, 5.85247)  0.604
O (7.58940, 0.24389, 6.94235)  -0.533
O (6.15318, -0.23993, 5.27418)  -0.386
H (4.36951, -0.96778, 3.32373)  0.346
H (5.13122, 0.03167, 2.07139)  -0.028
H (6.02344, -1.29571, 2.84782)  0.405
H (4.99897, 1.17673, 4.33216)  0.212
H (6.90681, 2.09473, 3.18980)  0.161
H (7.76378, 0.53674, 3.15687)  0.316

Properties
Spin multiplicity: 1
Lowest unoccupied orbital energy (eV): 0.366
Charge: 0
Kohn-Sham gap (eV): 9.701

[2]
Formula: C4H8FN
Source: OMol25
Level of theory: the ωB97M-V functional and the def2-TZVPD basis

Each line ends with the Mulliken charge.
Element x y z (Å)
F (2.40959, 0.94070, -0.36907)  -0.301
C (1.91243, -0.37082, -0.22826)  -0.304
C (0.59442, -0.27977, 0.56775)  -0.434
N (-0.37884, 0.30036, -0.32979)  -0.134
C (-1.50371, 0.95443, 0.14862)  -0.388
C (-1.58255, -0.34014, -0.63174)  -0.666
H (1.92179, -0.69716, -1.27431)  0.256
H (2.71343, -0.98889, 0.29782)  0.261
H (0.32572, -1.31011, 0.89058)  0.318
H (1.00873, 0.41309, 1.40585)  0.275
H (-1.55785, 0.80738, 1.22551)  0.262
H (-1.92299, 1.90532, -0.17436)  0.244
H (-1.91143, -0.29100, -1.61305)  0.310
H (-2.02873, -1.04341, 0.08445)  0.302

Properties
Spin multiplicity: 1
Lowest unoccupied orbital energy (eV): 1.172
Charge: 0
Kohn-Sham gap (eV): 10.231
Relative energy (zero: lowest compared OMol25 entry of this formula, charge and spin) (eV): 2.1803

- The highest Kohn-Sham gap belongs to which entry?
  C4H8FN